{"formula": "C21H21CrN4O5S2Se", "method": "the ωB97M-V functional and the def2-TZVPD basis", "species": ["Cr", "N", "C", "S", "N", "N", "C", "C", "C", "C", "C", "C", "N", "H", "H", "H", "H", "H", "H", "H", "O", "S", "C", "C", "C", "C", "C", "C", "C", "C", "C", "C", "C", "C", "C", "C", "H", "H", "H", "H", "H", "H", "H", "H", "H", "H", "H", "H", "H", "H", "O", "Se", "O", "O", "O"], "xyz": [[-1.698, 1.460, 0.455], [-5.470, 0.307, -0.491], [-4.393, 1.075, -0.307], [-3.045, 0.899, -1.415], [-4.388, 2.038, 0.568], [-3.192, 2.587, 0.708], [-3.021, 3.870, 0.892], [-1.679, 4.286, 0.681], [-1.223, 5.603, 0.815], [0.086, 5.902, 0.508], [0.915, 4.874, 0.066], [0.394, 3.598, -0.060], [-0.863, 3.289, 0.236], [-5.423, -0.426, -1.176], [-6.173, 0.281, 0.230], [-3.849, 4.551, 1.039], [-1.910, 6.364, 1.147], [0.454, 6.912, 0.601], [1.939, 5.074, -0.198], [1.002, 2.785, -0.432], [-0.049, 0.490, -0.178], [0.616, -0.352, -1.211], [2.356, -0.503, -0.562], [2.380, -0.975, 0.848], [2.120, -0.099, 1.894], [2.075, -0.563, 3.196], [2.271, -1.907, 3.461], [2.530, -2.785, 2.423], [2.586, -2.323, 1.122], [0.023, -2.074, -0.969], [0.673, -2.874, -2.051], [1.306, -4.087, -1.814], [1.968, -4.740, -2.842], [2.018, -4.181, -4.108], [1.367, -2.984, -4.358], [0.693, -2.342, -3.338], [2.753, 0.506, -0.680], [2.871, -1.179, -1.242], [1.915, 0.943, 1.693], [1.846, 0.117, 4.001], [2.207, -2.277, 4.473], [2.663, -3.839, 2.622], [2.797, -3.003, 0.306], [-1.060, -1.999, -1.094], [0.242, -2.395, 0.051], [1.268, -4.528, -0.829], [2.453, -5.687, -2.654], [2.548, -4.682, -4.902], [1.384, -2.549, -5.345], [0.170, -1.417, -3.534], [-0.445, -1.394, 2.019], [-1.471, -0.268, 2.424], [-0.856, 1.274, 2.257], [-2.599, -0.165, 1.213], [-2.084, -0.493, 3.847]], "lowdin_spin": [1.04, 0.00, 0.00, -0.01, 0.01, -0.01, -0.02, -0.01, 0.00, -0.01, 0.00, 0.00, -0.01, 0.00, 0.00, 0.00, 0.00, 0.00, 0.00, 0.00, 0.01, 0.00, 0.00, 0.00, 0.00, 0.00, 0.00, 0.00, 0.00, 0.00, 0.00, 0.00, 0.00, 0.00, 0.00, 0.00, 0.00, 0.00, 0.00, 0.00, 0.00, 0.00, 0.00, 0.00, 0.00, 0.00, 0.00, 0.00, 0.00, 0.00, 0.00, 0.00, 0.00, 0.00, 0.00], "total_charge": 0, "s_squared": 0.768, "e_lumo_ha": [-0.0378, -0.0313], "de_lowest_kj_mol": 150.2, "gap_ev": [7.10, 7.05], "e_tot_ha": -5650.2381, "spin_multiplicity": 2}

{"formula": "C3H7N3OS", "method": "the ωB97M-V functional and the def2-TZVPD basis", "species": ["H", "N", "C", "N", "C", "N", "S", "O", "C", "H", "H", "H", "H", "H", "H"], "xyz": [[-2.342, -1.543, -1.382], [-2.749, -1.128, -0.387], [-1.725, -0.847, 0.460], [-0.389, -1.113, -0.204], [0.616, -0.333, 0.077], [1.767, -0.971, 0.138], [3.422, -0.570, -0.230], [0.733, 1.005, 0.099], [-0.471, 1.734, -0.280], [-1.904, -0.617, 1.719], [1.602, -1.899, 0.008], [3.457, 0.328, 0.934], [-1.024, 2.076, 0.659], [0.045, 2.652, -0.613], [-1.038, 1.227, -0.998]], "mulliken_charge": [0.32, -0.61, 0.06, -0.56, 0.71, -0.36, -0.13, -0.34, -0.79, 0.26, 0.30, 0.17, 0.27, 0.27, 0.44], "smiles": "[H]/N=C\\N=C(\\NS)OC", "total_charge": 0, "e_lumo_ha": 0.0122, "de_lowest_kj_mol": 435.8, "gap_ev": 9.04, "e_tot_ha": -756.0683}

{"formula": "C7H10", "method": "the ωB97M-V functional and the def2-TZVPD basis", "species": ["C", "C", "C", "C", "C", "C", "C", "H", "H", "H", "H", "H", "H", "H", "H", "H", "H"], "xyz": [[-0.607, 1.848, -0.386], [-0.195, 0.424, -0.159], [0.837, 0.284, 1.005], [0.362, -1.144, 1.093], [0.092, -1.640, -0.321], [0.367, -0.494, -1.280], [-0.945, -0.842, 0.421], [0.268, 2.496, -0.543], [-1.220, 1.900, -1.276], [-1.153, 2.284, 0.457], [1.896, 0.494, 0.790], [0.538, 0.862, 1.895], [0.523, -1.843, 1.900], [0.085, -2.702, -0.536], [1.393, -0.290, -1.606], [-0.277, -0.573, -2.168], [-1.963, -1.064, 0.715]], "mulliken_charge": [-1.53, 0.68, -0.71, -0.44, -0.43, -0.64, -0.51, 0.32, 0.39, 0.36, 0.29, 0.33, 0.42, 0.40, 0.29, 0.33, 0.45], "smiles": "C[C@]12C[C@@H]3[C@H](C1)[C@@H]32", "total_charge": 0, "e_lumo_ha": 0.0404, "de_lowest_kj_mol": 231.0, "gap_ev": 10.41, "e_tot_ha": -272.6300}

{"formula": "C5H11N2", "method": "the ωB97M-V functional and the def2-TZVPD basis", "species": ["C", "C", "C", "C", "C", "N", "N", "H", "H", "H", "H", "H", "H", "H", "H", "H", "H", "H"], "xyz": [[2.114, 0.277, 0.238], [1.486, -1.046, 0.410], [-0.693, 0.333, -0.123], [-0.913, 0.585, -1.504], [-1.441, 0.861, 1.031], [1.692, 1.281, -0.267], [-0.091, -0.945, 0.155], [3.139, 0.132, 0.550], [1.903, -1.746, -0.295], [1.573, -1.607, 1.354], [-1.641, -0.126, -2.075], [0.000, 0.380, -2.090], [-1.240, 1.587, -1.612], [-2.190, 0.187, 1.594], [-2.125, 1.676, 0.792], [-0.770, 1.198, 1.876], [-0.167, -1.463, -0.794], [-0.635, -1.565, 0.759]], "mulliken_charge": [0.14, -0.53, 0.49, -1.38, -1.30, -0.42, -0.16, 0.40, 0.36, 0.37, 0.34, 0.42, 0.40, 0.32, 0.38, 0.31, 0.44, 0.40], "total_charge": 1, "e_lumo_ha": [-0.1682, -0.1713], "de_lowest_kj_mol": 444.1, "gap_ev": [9.37, 8.09], "e_tot_ha": -306.2143}

{"formula": "C5H6OS2", "method": "the ωB97M-V functional and the def2-TZVPD basis", "species": ["C", "C", "C", "S", "C", "O", "C", "S", "H", "H", "H", "H", "H", "H"], "xyz": [[1.088, 1.704, 0.109], [1.026, 0.184, 0.172], [2.201, -0.649, 0.081], [3.785, -0.247, -0.151], [-0.104, -0.530, 0.172], [-1.303, 0.121, -0.046], [-2.487, -0.570, 0.148], [-3.938, 0.057, -0.145], [1.469, 2.060, 1.042], [0.078, 1.978, 0.103], [1.621, 2.057, -0.798], [1.913, -1.688, 0.086], [-0.132, -1.585, 0.018], [-2.420, -1.581, 0.566]], "mulliken_charge": [-1.13, 0.93, -0.53, -0.23, -0.37, -0.21, -0.04, -0.22, 0.32, 0.39, 0.32, 0.23, 0.28, 0.26], "smiles": "C/C(C=S)=C\\OC=S", "total_charge": 0, "e_lumo_ha": -0.0362, "de_lowest_kj_mol": 183.5, "gap_ev": 7.83, "e_tot_ha": -1065.6588}

{"formula": "C4H9N2O2", "method": "the ωB97M-V functional and the def2-TZVPD basis", "species": ["N", "C", "C", "N", "C", "C", "O", "O", "H", "H", "H", "H", "H", "H", "H", "H", "H"], "xyz": [[1.449, 2.477, -0.993], [1.349, 1.000, -0.945], [0.164, 0.561, -0.055], [-0.067, -0.856, -0.206], [-1.414, -1.280, 0.144], [-1.516, -2.293, 1.321], [-2.622, -2.891, 1.391], [-0.534, -2.408, 2.080], [0.821, 2.995, -0.387], [2.390, 2.811, -0.861], [1.358, 0.623, -1.964], [2.275, 0.632, -0.480], [0.483, 0.825, 0.971], [-0.628, 1.274, -0.286], [0.584, -1.340, 0.395], [-2.089, -1.711, -0.607], [-2.002, -0.418, 0.483]], "mulliken_charge": [-0.57, -0.28, -0.67, -0.31, -0.40, 0.50, -0.75, -0.73, 0.20, 0.20, 0.30, 0.19, 0.24, 0.41, 0.31, 0.24, 0.11], "smiles": "NCCNCC(=O)[O-]", "total_charge": -1, "e_lumo_ha": 0.1321, "de_lowest_kj_mol": 98.2, "gap_ev": 7.63, "e_tot_ha": -417.8452}

{"formula": "C35H52NdOP4S", "method": "the ωB97M-V functional and the def2-TZVPD basis", "species": ["Nd", "P", "P", "P", "H", "C", "C", "H", "C", "C", "C", "C", "C", "C", "C", "C", "C", "H", "H", "H", "H", "H", "H", "H", "H", "H", "H", "H", "H", "H", "H", "H", "H", "H", "H", "H", "H", "H", "H", "H", "H", "H", "H", "H", "H", "H", "C", "C", "C", "C", "C", "C", "S", "H", "H", "H", "H", "H", "H", "O", "P", "C", "C", "C", "C", "C", "C", "C", "C", "C", "C", "C", "C", "C", "C", "C", "C", "C", "C", "H", "H", "H", "H", "H", "H", "H", "H", "H", "H", "H", "H", "H", "H", "H"], "xyz": [[-0.349, 0.056, -1.048], [2.331, 1.363, -0.253], [-2.107, 2.660, -0.871], [0.766, 1.825, -3.185], [1.529, -4.757, 0.019], [1.875, -4.426, -0.966], [2.987, -3.676, -1.100], [3.555, -3.362, -0.234], [2.895, 0.477, 1.247], [2.219, 3.072, 0.436], [3.941, 1.473, -1.128], [-3.767, 2.463, -1.588], [-2.318, 2.680, 0.864], [-1.567, 4.264, -1.344], [2.006, 0.875, -4.142], [1.465, 3.523, -3.246], [-0.559, 1.960, -4.451], [1.365, -4.874, -1.836], [3.394, -3.437, -2.093], [2.865, -0.605, 1.078], [2.236, 0.698, 2.094], [3.925, 0.768, 1.501], [1.455, 3.096, 1.222], [1.921, 3.783, -0.344], [3.175, 3.403, 0.870], [4.133, 0.537, -1.661], [4.764, 1.624, -0.416], [3.972, 2.283, -1.862], [-4.283, 3.418, -1.416], [-4.254, 1.625, -1.065], [-3.703, 2.240, -2.661], [-2.937, 3.566, 1.034], [-1.387, 2.816, 1.416], [-2.843, 1.804, 1.245], [-2.369, 4.914, -0.978], [-1.453, 4.416, -2.419], [-0.651, 4.552, -0.824], [2.053, 1.286, -5.157], [1.713, -0.182, -4.192], [2.990, 0.949, -3.664], [1.534, 3.853, -4.294], [2.469, 3.549, -2.803], [0.820, 4.226, -2.701], [-0.138, 2.367, -5.380], [-1.364, 2.623, -4.104], [-0.974, 0.965, -4.664], [-0.253, -2.422, -4.027], [-1.346, -1.920, -4.771], [-1.500, -2.294, -6.105], [-0.589, -3.157, -6.742], [0.514, -3.630, -5.987], [0.686, -3.254, -4.668], [0.047, -2.197, -2.313], [-1.732, 1.458, -1.638], [-2.080, -1.250, -4.305], [-2.334, -1.932, -6.700], [-0.721, -3.460, -7.770], [1.236, -4.305, -6.416], [1.551, -3.622, -4.104], [-0.596, -0.382, 1.162], [-0.694, -0.750, 2.681], [-2.190, -1.657, 3.076], [-3.112, -1.985, 2.073], [-4.313, -2.616, 2.397], [-4.604, -2.958, 3.725], [-3.666, -2.674, 4.731], [-2.467, -2.034, 4.405], [0.720, -1.783, 3.147], [1.284, -1.768, 4.440], [2.383, -2.582, 4.735], [2.915, -3.423, 3.763], [2.330, -3.484, 2.491], [1.225, -2.686, 2.201], [-0.682, 0.723, 3.713], [-1.909, 1.314, 4.082], [-1.929, 2.532, 4.774], [-0.729, 3.161, 5.128], [0.489, 2.559, 4.794], [0.517, 1.340, 4.117], [-2.894, -1.737, 1.033], [-5.038, -2.846, 1.609], [-5.551, -3.446, 3.977], [-3.881, -2.949, 5.769], [-1.751, -1.826, 5.205], [0.872, -1.116, 5.222], [2.817, -2.546, 5.737], [3.779, -4.049, 3.987], [2.726, -4.131, 1.719], [0.736, -2.771, 1.214], [-2.857, 0.821, 3.825], [-2.893, 2.987, 5.026], [-0.751, 4.117, 5.657], [1.429, 3.038, 5.075], [1.476, 0.862, 3.914]], "lowdin_spin": [3.07, -0.01, 0.00, 0.00, 0.00, 0.00, 0.00, 0.00, 0.00, 0.00, 0.00, 0.00, 0.00, 0.00, 0.00, 0.00, 0.00, 0.00, 0.00, 0.00, 0.00, 0.00, 0.00, 0.00, 0.00, 0.00, 0.00, 0.00, 0.00, 0.00, 0.00, 0.00, 0.00, 0.00, 0.00, 0.00, 0.00, 0.00, 0.00, 0.00, 0.00, 0.00, 0.00, 0.00, 0.00, 0.00, 0.00, 0.00, 0.00, 0.00, 0.00, 0.00, -0.04, 0.00, 0.00, 0.00, 0.00, 0.00, 0.00, -0.01, 0.00, 0.00, 0.00, 0.00, 0.00, 0.00, 0.00, 0.00, 0.00, 0.00, 0.00, 0.00, 0.00, 0.00, 0.00, 0.00, 0.00, 0.00, 0.00, 0.00, 0.00, 0.00, 0.00, 0.00, 0.00, 0.00, 0.00, 0.00, 0.00, 0.00, 0.00, 0.00, 0.00, 0.00], "total_charge": 3, "s_squared": 3.758, "e_lumo_ha": [-0.3797, -0.3759], "de_lowest_kj_mol": 13.3, "gap_ev": [4.56, 4.68], "e_tot_ha": -3764.2289, "spin_multiplicity": 4}